Density functional theory data (the ωB97M-V functional and the def2-TZVPD basis) for 3 unconnected molecules or ions with the total composition C24H14ClF7O2.

The largest force on an atom comes out at 0.928 eV/Å. Its structure (SMILES) is O=C1C=C(C(F)(F)C(F)(F)F)C(=O)c2cc(Cl)ccc21.Fc1ccccc1.Fc1ccccc1. The frontier orbital gap is 7.762 eV. The value obtained for the total energy is -2232.69738 Eh. The charge is 0.

CARTESIAN COORDINATES (ANGSTROEM)
O1 -3.471 -1.637 1.190
C1 -2.281 -1.489 1.184
C2 -1.614 -0.385 0.438
C3 -0.427 -0.629 -0.112
C4 0.397 0.382 -0.863
F1 1.657 0.334 -0.332
F2 0.502 0.098 -2.165
C5 -0.043 1.856 -0.709
F3 -1.166 2.084 -1.383
F4 0.912 2.639 -1.225
F5 -0.192 2.184 0.566
C6 0.191 -1.992 0.016
O2 0.826 -2.496 -0.864
C7 -0.101 -2.657 1.312
C8 0.832 -3.481 1.928
C9 0.487 -4.039 3.155
Cl1 1.654 -5.035 3.959
C10 -0.758 -3.811 3.728
C11 -1.686 -2.991 3.096
C12 -1.345 -2.404 1.884
H1 -2.090 0.581 0.378
H2 1.785 -3.640 1.449
H3 -0.979 -4.268 4.680
H4 -2.646 -2.814 3.552
F6 3.422 1.495 4.731
C13 3.431 2.489 3.821
C14 3.030 2.216 2.528
C15 3.036 3.243 1.595
C16 3.448 4.517 1.961
C17 3.852 4.767 3.266
C18 3.841 3.748 4.208
H5 2.719 1.214 2.262
H6 2.719 3.045 0.581
H7 3.455 5.314 1.230
H8 4.177 5.758 3.552
H9 4.145 3.923 5.232
F7 -2.679 -1.652 -7.490
C19 -2.661 -1.163 -6.235
C20 -1.519 -0.536 -5.777
C21 -1.506 -0.030 -4.486
C22 -2.624 -0.165 -3.673
C23 -3.760 -0.803 -4.153
C24 -3.785 -1.305 -5.446
H10 -0.658 -0.449 -6.426
H11 -0.626 0.469 -4.118
H12 -2.611 0.228 -2.665
H13 -4.630 -0.912 -3.519
H14 -4.661 -1.800 -5.843

---

Density functional theory data (the ωB97M-V functional and the def2-TZVPD basis) for C20H22N2O8S2 in the gas phase in a non-equilibrium geometry.

The largest force on an atom comes out at 1.223 eV/Å. The value obtained for the energy above the lowest of the compared OMol25 structures with the same formula, charge and spin is 0.123 eV. Its structure (SMILES) is COc1ccc(NS(=O)(=O)c2ccc(/C=C/C(=O)O)cc2)cc1S(=O)(=O)N1CCOCC1. The frontier orbital gap is 8.517 eV. The value obtained for the total energy is -2283.09147 Eh. The charge is 0.

CARTESIAN COORDINATES (ANGSTROEM)
C1 1.187 -2.245 -2.985
O1 1.171 -0.880 -3.385
C2 0.188 -0.096 -2.855
C3 -0.747 0.467 -3.727
C4 -1.764 1.280 -3.268
C5 -1.862 1.590 -1.913
N1 -2.903 2.347 -1.370
S1 -4.072 1.434 -0.494
O2 -4.529 0.368 -1.339
O3 -5.025 2.397 -0.039
C6 -3.104 0.773 0.840
C7 -2.729 1.600 1.882
C8 -1.838 1.123 2.824
C9 -1.299 -0.163 2.708
C10 -0.269 -0.583 3.642
C11 0.674 -1.493 3.377
C12 1.717 -1.792 4.367
O4 1.781 -1.349 5.488
O5 2.639 -2.643 3.884
C13 -1.739 -0.996 1.676
C14 -2.642 -0.527 0.742
C15 -0.876 1.109 -1.057
C16 0.111 0.258 -1.510
S2 1.197 -0.344 -0.216
O6 0.855 -1.705 0.101
O7 1.159 0.595 0.871
N2 2.702 -0.373 -0.946
C17 3.200 0.950 -1.260
C18 4.453 0.784 -2.124
O8 5.428 0.013 -1.465
C19 4.932 -1.264 -1.135
C20 3.697 -1.160 -0.239
H1 2.124 -2.650 -3.362
H2 1.139 -2.359 -1.903
H3 0.349 -2.778 -3.446
H4 -0.668 0.229 -4.776
H5 -2.496 1.669 -3.960
H6 -3.415 2.882 -2.060
H7 -3.132 2.599 1.928
H8 -1.519 1.759 3.636
H9 -0.233 -0.073 4.597
H10 0.758 -1.997 2.428
H11 3.313 -2.818 4.560
H12 -1.359 -2.001 1.600
H13 -2.987 -1.139 -0.076
H14 -0.842 1.405 -0.023
H15 2.423 1.486 -1.807
H16 3.440 1.501 -0.340
H17 4.914 1.752 -2.326
H18 4.166 0.303 -3.070
H19 5.741 -1.782 -0.618
H20 4.667 -1.810 -2.052
H21 3.266 -2.140 -0.038
H22 3.965 -0.679 0.712

---

Density functional theory data (the ωB97M-V functional and the def2-TZVPD basis) for a molecular structure, C19H22AuBN3O4.

The largest force on an atom comes out at 0.384 eV/Å. The frontier orbital gap (spin up / spin down) is 7.717 / 6.286 eV. As for the spin multiplicity: 3. The value obtained for the total energy is -1362.77234 Eh. The charge is +1.

CARTESIAN COORDINATES (ANGSTROEM)
Au1 0.485 -0.932 0.215
O1 4.959 2.465 0.081
C1 5.344 1.710 -0.978
C2 6.396 2.092 -1.800
C3 6.724 1.332 -2.907
C4 6.004 0.183 -3.224
C5 4.960 -0.199 -2.410
C6 4.630 0.542 -1.270
C7 3.530 0.048 -0.437
O2 2.689 -0.744 -0.849
N1 3.542 0.418 0.925
N2 2.392 0.303 1.475
C8 1.947 0.915 2.505
C9 0.680 0.449 3.083
C10 0.250 0.921 4.312
C11 -0.911 0.407 4.865
C12 -1.613 -0.563 4.172
C13 -1.139 -0.966 2.934
N3 -0.024 -0.472 2.403
H1 5.553 3.218 0.176
H2 6.950 2.997 -1.576
H3 7.547 1.643 -3.537
H4 6.263 -0.404 -4.093
H5 4.381 -1.088 -2.619
H6 2.472 1.759 2.943
H7 0.834 1.671 4.829
H8 -1.262 0.758 5.827
H9 -2.520 -0.995 4.568
H10 -1.670 -1.699 2.341
C14 -4.050 -1.802 -2.553
C15 -3.489 -1.519 -1.176
C16 -4.102 -2.450 -0.142
O3 -2.048 -1.807 -1.189
B1 -1.478 -0.887 -0.376
O4 -2.302 0.103 0.062
C17 -3.523 -0.017 -0.749
C18 -4.710 0.373 0.105
C19 -3.360 0.941 -1.918
H11 -3.981 -2.868 -2.763
H12 -3.507 -1.264 -3.326
H13 -5.101 -1.511 -2.591
H14 -3.853 -3.477 -0.405
H15 -5.187 -2.350 -0.120
H16 -3.713 -2.243 0.857
H17 -4.746 -0.199 1.030
H18 -5.635 0.206 -0.448
H19 -4.648 1.432 0.356
H20 -2.508 0.665 -2.540
H21 -3.194 1.945 -1.529
H22 -4.256 0.954 -2.539